(1)
87
Properties=species:S:1:pos:R:3:forces:R:3:lowdin_charge:R:1 method="wB97M-V/def2-TZVPD" spin_multiplicity=1 homo_lumo_gap_ha=0.241 e_homo_ev=-4.4 total_charge=-1
I -3.191 -4.719 -0.919 0.275 -0.337 -0.856 0.2738
As -3.888 -3.946 1.651 -0.720 0.585 1.289 0.5540
S -4.795 -7.430 2.882 0.061 0.117 0.102 0.1846
P -3.355 -6.207 2.455 -0.604 -0.555 -0.647 0.0755
Si -4.663 -3.187 3.791 0.063 -0.029 0.251 0.4460
O -0.901 -0.468 2.892 0.506 0.337 -0.128 0.0708
O -2.054 -3.589 1.996 0.278 0.020 -0.255 -0.4584
O 3.142 2.089 -4.098 -0.054 -0.102 -0.050 -0.2079
O 0.089 -0.943 0.952 -0.847 0.134 0.528 0.0993
O 3.494 0.763 3.455 -0.036 0.190 -0.045 -0.1978
O -2.304 -5.983 3.696 0.061 0.274 0.046 -0.2941
O 5.644 3.987 0.978 0.017 -0.041 0.076 -0.1828
O -0.631 3.564 -6.215 0.012 -0.031 0.067 -0.1789
O -2.404 -6.947 1.364 0.483 -0.075 0.506 -0.3722
N 3.028 2.292 0.970 0.118 -0.090 0.006 -0.0447
N -5.689 -4.518 1.275 0.081 -0.034 0.155 -0.2777
N 2.288 2.695 -6.852 0.002 0.087 0.074 -0.0508
C 0.325 4.323 -6.924 -0.027 0.138 -0.109 -0.2345
C 2.822 0.252 2.300 0.030 -0.205 0.044 -0.2075
C 3.211 3.489 -6.055 -0.153 -0.059 -0.020 -0.2206
C 3.017 0.678 -4.113 -0.009 0.046 0.080 -0.1087
C -3.530 -1.838 4.494 -0.264 -0.154 0.238 -0.2152
C 5.180 3.168 -0.081 0.037 0.011 -0.224 -0.2289
C -2.214 -0.269 0.836 0.343 -0.281 -0.207 -0.0993
C 2.648 1.480 4.326 0.039 -0.068 0.030 -0.1236
C -0.296 3.244 -4.877 -0.092 -0.026 -0.029 -0.0958
C -4.052 -2.096 0.884 0.410 0.313 -0.177 -0.3769
C 3.995 2.610 -5.107 0.117 0.113 0.114 -0.2230
C 3.377 0.878 1.046 0.060 0.156 0.024 -0.2082
C 5.916 3.314 2.192 0.024 0.113 0.003 -0.1053
C -2.812 -1.539 0.169 -0.140 0.415 -0.125 -0.3021
C 1.360 3.479 -7.658 0.021 -0.150 -0.042 -0.2053
C 3.666 3.010 -0.124 -0.185 0.071 0.061 -0.2015
C -4.804 -4.469 5.156 -0.160 0.138 0.279 -0.2362
C -6.358 -2.357 3.654 0.003 -0.123 0.184 -0.2097
C -0.913 -0.589 1.530 0.732 -0.286 -0.362 -0.5103
H -1.228 3.139 -4.323 -0.011 0.005 -0.008 0.0883
H 2.985 -0.827 2.269 -0.039 -0.010 0.006 0.1280
H 5.041 3.266 2.846 -0.005 -0.082 -0.011 0.0726
H 4.491 1.802 -5.652 -0.044 -0.017 -0.049 0.1218
H 6.276 2.297 2.015 -0.018 -0.028 0.010 0.0879
H 3.243 1.773 5.190 0.014 0.002 -0.002 0.0830
H 2.955 0.359 0.181 -0.015 0.014 -0.017 0.1231
H -1.455 -6.392 3.493 -0.007 -0.063 0.115 0.0615
H -6.961 -2.756 2.842 -0.006 0.079 -0.071 0.0059
H -1.559 -6.487 1.256 -0.178 0.259 -0.445 0.0377
H 3.396 2.517 -1.064 0.029 -0.012 -0.018 0.1101
H -2.479 -2.117 4.522 0.074 0.091 -0.094 0.0173
H 5.695 2.200 -0.062 -0.034 -0.020 0.073 0.1087
H -4.916 -2.041 0.220 -0.008 -0.314 0.020 0.0581
H -1.939 0.439 0.051 -0.152 0.127 0.095 0.1193
H 2.396 0.400 -3.264 -0.010 0.012 0.007 0.0891
H -2.926 0.182 1.526 -0.046 0.146 -0.050 0.1015
H -1.458 0.279 3.138 -0.364 -0.297 0.117 0.1009
H 1.757 2.095 -6.233 -0.002 -0.042 -0.011 0.0776
H -1.873 -3.764 2.925 -0.074 -0.093 0.059 -0.0219
H 1.812 0.861 4.668 -0.028 0.022 -0.005 0.0870
H 1.942 4.136 -8.313 0.014 0.020 0.011 0.1156
H 2.541 0.320 -5.032 0.044 -0.017 -0.017 0.0841
H 3.993 0.193 -4.008 0.002 -0.020 -0.015 0.0877
H -6.274 -1.271 3.583 -0.022 0.011 -0.187 0.0191
H 3.277 2.732 1.847 -0.026 0.033 0.015 0.0747
H 0.791 5.062 -6.261 0.039 -0.057 0.039 0.1089
H -5.696 -5.215 0.539 0.046 -0.073 -0.012 -0.0521
H -2.016 -2.272 0.083 -0.073 -0.117 0.010 0.0260
H -6.895 -2.572 4.583 -0.018 0.021 -0.008 0.0211
H 4.466 0.718 1.043 -0.020 -0.102 -0.041 0.1071
H -4.280 -1.443 1.733 -0.057 -0.123 0.096 0.0326
H -0.234 4.885 -7.679 -0.011 0.001 0.012 0.1190
H 3.907 4.002 -6.726 -0.007 0.019 -0.011 0.1219
H 0.819 2.785 -8.306 -0.012 0.018 -0.016 0.1176
H -3.659 -0.890 3.972 0.153 0.016 -0.111 0.0085
H 0.247 2.298 -4.800 0.060 0.037 0.022 0.0738
H -5.448 -5.307 4.891 0.145 -0.057 -0.089 -0.0028
H -3.084 -1.275 -0.855 0.005 -0.046 0.015 0.0933
H 3.231 4.012 -0.160 0.022 0.014 -0.030 0.1170
H -3.840 -4.839 5.508 -0.017 -0.120 -0.180 0.0183
H 4.766 3.214 -4.618 0.012 -0.028 0.008 0.1194
H -5.271 -3.957 6.007 0.003 0.031 -0.016 0.0216
H 1.746 0.418 2.367 -0.011 0.016 0.010 0.0972
H 2.701 4.252 -5.450 0.083 0.054 0.001 0.1093
H 6.694 3.876 2.710 0.006 0.005 -0.012 0.0836
H 2.243 2.384 3.854 -0.043 -0.022 0.002 0.0816
H -6.195 -3.717 0.913 0.043 0.043 -0.124 -0.0192
H -3.861 -1.679 5.527 0.044 0.045 0.007 0.0255
H 0.301 4.034 -4.413 0.031 -0.004 0.005 0.0887
H 5.485 3.669 -1.005 0.012 0.012 0.014 0.1169



(2)
111
Properties=species:S:1:pos:R:3:forces:R:3:lowdin_charge:R:1 method="wB97M-V/def2-TZVPD" spin_multiplicity=1 homo_lumo_gap_ha=0.358 e_homo_ev=-9.2 total_charge=0
S 3.001 6.571 -1.055 0.897 0.469 -0.316 0.6293
O 4.031 0.319 -2.552 -0.703 0.454 0.399 0.0061
O 3.745 6.688 -2.267 -0.172 -0.334 -0.250 -0.2715
O 4.360 0.429 -0.358 0.161 -0.107 -0.211 0.1144
O 2.620 5.022 -0.904 -0.207 0.471 -0.502 -0.2045
O 3.655 6.992 0.144 -0.524 -0.066 0.476 -0.2672
N -1.802 -5.984 3.268 -0.115 -0.116 0.004 0.0688
N 0.063 -3.102 2.852 0.408 0.111 0.498 0.0577
N 2.635 0.218 5.229 -0.079 0.115 0.141 0.0560
N -0.027 -2.791 -4.812 0.118 -0.046 -0.098 0.0616
C -2.952 -2.113 -0.255 0.677 -0.332 0.602 -0.1822
C 0.169 6.781 -0.808 0.777 -0.128 -0.212 -0.1677
C 1.632 -4.581 3.902 0.010 0.023 -0.003 -0.0711
C -0.745 -3.631 -4.074 -0.052 -0.038 -0.076 -0.1446
C 3.447 2.462 5.023 0.000 0.044 0.003 -0.0774
C 4.008 0.836 3.370 0.182 0.133 -0.185 -0.0648
C -4.188 -6.593 4.569 -0.040 0.000 0.025 -0.0837
C -0.665 -5.012 -4.186 0.043 0.066 -0.046 -0.0614
C -3.514 1.544 -2.801 0.255 -0.050 -0.337 -0.2003
C 0.809 -3.328 -5.702 -0.021 0.231 0.043 -0.1558
C 2.987 2.146 -1.246 0.339 0.620 0.442 -0.0902
C 0.222 5.271 -1.045 -0.360 0.477 0.052 -0.2785
C 0.850 -2.664 5.087 -0.217 0.017 -0.173 -0.0914
C 3.836 0.900 -1.331 -0.094 -0.202 0.029 -0.4656
C 3.173 0.756 -3.625 -0.103 -0.103 -0.789 -0.2163
C 1.380 4.757 -0.213 -0.314 -0.062 0.644 -0.3035
C 4.098 2.136 3.846 0.049 -0.028 -0.102 -0.0812
C -3.413 -5.521 4.980 -0.020 -0.038 -0.028 -0.0671
C 2.529 2.468 0.197 -0.181 -0.899 -0.586 -0.1528
C 2.734 1.470 5.675 -0.075 -0.103 0.055 -0.1595
C 1.468 7.503 -1.270 -0.907 -0.593 0.479 -0.1741
C 1.690 0.329 -3.525 0.805 -0.251 0.444 -0.0591
C -1.539 3.439 -1.486 -0.707 0.016 0.556 -0.2256
C 0.835 -4.187 2.837 -0.057 0.183 0.156 -0.1635
C -2.557 -7.013 2.887 0.077 0.052 -0.031 -0.1533
C -1.988 -0.201 -1.713 -0.154 -0.229 -0.620 -0.2009
C -2.174 3.705 -2.838 0.699 -0.121 -0.323 -0.1970
C 0.208 -5.549 -5.116 -0.057 -0.176 0.061 -0.0805
C 1.251 3.295 0.194 0.707 -0.219 0.423 -0.1242
C -2.542 -2.358 1.249 -0.428 0.616 -0.972 -0.2482
C -1.120 4.626 -0.641 0.431 0.627 -0.231 -0.1438
C 0.962 -4.691 -5.892 0.073 0.042 -0.083 -0.0746
C 3.265 -0.077 4.096 -0.065 -0.239 0.015 -0.1496
C -3.753 -7.358 3.499 -0.004 0.018 0.015 -0.0769
C -2.234 -5.259 4.298 0.116 0.044 -0.043 -0.1449
C -1.811 -1.632 -1.192 -0.398 0.249 0.453 -0.1897
C -3.116 -1.243 2.141 0.326 -0.370 -0.657 -0.1143
C 1.636 -3.803 5.048 0.046 -0.019 0.023 -0.0814
C -3.246 0.051 -2.575 0.055 -0.076 0.372 -0.1929
C 0.081 -2.361 3.967 0.107 -0.118 -0.102 -0.1607
C -2.361 2.326 -3.476 -0.542 -0.086 0.012 -0.1993
H -0.866 -1.656 -0.646 0.061 -0.097 0.044 0.1076
H 2.265 1.521 0.671 0.118 -0.018 0.081 0.1168
H -3.172 -0.495 -3.521 0.150 0.089 -0.052 0.1162
H -1.116 0.017 -2.337 0.069 0.131 0.153 0.0854
H -4.122 -0.367 -2.070 0.029 -0.001 -0.004 0.0990
H -3.331 -3.056 -0.652 -0.232 0.080 -0.023 0.0987
H 1.381 7.767 -2.320 0.339 -0.091 -0.080 0.1047
H -2.943 -3.326 1.555 0.178 -0.002 0.148 0.0904
H -4.411 1.681 -3.409 -0.081 -0.080 0.092 0.1085
H -3.113 4.257 -2.756 -0.062 -0.018 0.039 0.1187
H -2.611 -0.308 1.884 -0.027 0.089 0.244 0.0687
H -1.273 -5.645 -3.561 -0.090 -0.065 0.100 0.1016
H 1.567 -0.208 -2.583 -0.241 0.039 0.023 0.0866
H -1.890 5.400 -0.698 -0.112 -0.070 -0.040 0.1188
H -0.682 7.219 -1.327 -0.001 0.154 0.082 0.1197
H 3.342 2.878 0.793 -0.025 0.218 -0.096 0.1175
H 1.656 -5.067 -6.632 0.011 0.024 -0.004 0.1017
H -2.181 -7.587 2.047 -0.037 -0.027 0.005 0.1015
H 1.411 5.354 0.708 0.096 -0.105 0.067 0.1541
H 2.251 -4.076 5.896 -0.004 0.000 0.004 0.1055
H 0.836 -2.019 5.954 0.020 0.051 -0.040 0.0941
H 0.807 -4.765 1.930 -0.006 -0.215 -0.228 0.1000
H 1.588 8.395 -0.661 0.306 0.097 -0.165 0.1050
H 3.166 -1.103 3.759 0.012 0.010 -0.045 0.1017
H -2.535 2.388 -4.551 -0.037 0.052 -0.002 0.1110
H 0.524 2.761 -0.411 0.163 0.111 0.004 0.0909
H 2.235 -5.475 3.830 -0.016 -0.007 -0.020 0.1012
H -2.294 2.901 -0.905 0.282 -0.183 0.070 0.1066
H 2.213 1.681 6.603 0.014 0.044 -0.002 0.1002
H 1.012 1.180 -3.552 -0.065 -0.028 -0.041 0.0596
H 0.074 6.925 0.270 -0.327 0.143 -0.036 0.1246
H -4.171 -1.112 1.896 -0.094 0.016 0.309 0.0641
H 0.861 3.282 1.214 -0.094 0.033 -0.023 0.1294
H 1.451 -0.377 -4.316 -0.202 0.078 -0.029 0.0551
H -2.989 -1.468 3.199 -0.045 0.143 0.067 0.0540
H -1.053 4.361 0.417 -0.128 -0.095 -0.038 0.1213
H -3.769 -1.389 -0.249 -0.085 -0.088 -0.200 0.0827
H 3.273 1.830 -3.788 0.067 0.030 0.179 0.1154
H 3.616 2.983 -1.568 -0.016 -0.154 -0.278 0.1343
H 0.478 5.082 -2.093 -0.246 -0.156 -0.081 0.1615
H -3.714 -4.898 5.811 0.015 0.014 0.000 0.1013
H 3.584 0.281 -4.515 0.260 -0.003 0.149 0.1163
H -1.424 1.785 -3.341 0.017 -0.026 -0.155 0.0763
H -5.116 -6.829 5.074 0.001 0.000 -0.002 0.1038
H 1.384 -2.621 -6.292 0.019 -0.037 -0.025 0.1012
H -1.977 0.501 -0.873 -0.031 -0.044 0.035 0.1082
H -1.418 -3.172 -3.360 0.067 -0.233 -0.276 0.0702
H -0.550 -1.478 3.953 0.028 0.012 0.040 0.0998
H -1.600 -4.427 4.584 -0.018 0.010 0.029 0.0875
H 3.492 3.463 5.431 -0.006 -0.002 0.015 0.0994
H 4.671 2.881 3.307 0.003 -0.004 0.002 0.1065
H -0.715 2.748 -1.665 0.002 0.045 0.105 0.0915
H -1.452 -2.378 1.332 -0.306 -0.228 0.085 0.0587
H 4.507 0.537 2.454 -0.094 0.027 0.031 0.0997
H -4.327 -8.203 3.144 0.011 -0.007 -0.011 0.0990
H -1.488 4.301 -3.450 -0.102 0.075 -0.048 0.1111
H -3.726 1.989 -1.825 -0.082 -0.027 -0.058 0.0972
H -1.687 -2.335 -2.020 -0.158 0.415 0.296 0.0561
H 2.141 2.123 -1.932 -0.026 -0.051 0.152 0.0945
H 0.297 -6.621 -5.233 -0.002 0.003 0.005 0.1062



(3)
15
Properties=species:S:1:pos:R:3:forces:R:3:lowdin_charge:R:1 method="wB97M-V/def2-TZVPD" relative_energy_kcal_mol=55.1 spin_multiplicity=1 homo_lumo_gap_ha=0.347 e_homo_ev=-8.5 total_charge=0
O -0.715 -0.570 1.238 -0.296 -0.098 -0.333 0.0444
C 1.309 -0.556 0.003 0.470 -0.307 1.451 -0.0287
C 0.474 1.462 1.220 0.142 0.037 0.140 -0.0218
C 0.407 0.031 0.808 0.743 0.009 0.035 -0.5253
C -1.152 -0.513 -1.611 1.232 0.034 -0.616 -0.1068
H 0.067 -0.227 -1.242 -4.557 -0.487 -0.649 0.0886
H -0.506 1.946 1.130 0.189 -0.212 -0.020 0.0926
H -2.162 -0.086 -1.341 1.616 0.309 0.527 0.0374
H 1.217 -1.605 -0.265 0.050 0.136 0.032 0.0777
H 0.782 1.504 2.265 -0.026 0.230 0.061 0.0867
H -0.862 -1.373 0.717 0.062 0.058 0.191 0.1001
H 1.198 1.992 0.599 -0.053 -0.024 0.201 0.0853
H 2.272 -0.091 -0.110 0.063 0.225 -0.402 0.0703
H -1.350 -1.602 -1.558 0.523 0.276 -0.018 0.0124
H -1.066 -0.281 -2.664 -0.157 -0.186 -0.600 -0.0130